10 unconnected molecules or ions with the total composition C38H93F6N7O19S2 at a distorted geometry. Source: the Open Molecules 2025 dataset; level of theory: ωB97M-V/def2-TZVPD.

Structure (XYZ):
```
165
Properties=species:S:1:pos:R:3:lowdin_charge:R:1
C -26.9045 -11.3495 -6.0577 -0.0507
C -26.7970 -9.8597 -5.8371 -0.1501
N -27.6006 -9.3984 -4.6111 -0.2073
C -27.6663 -7.8835 -4.3995 0.0336
C -29.1009 -9.8896 -4.8248 -0.1162
C -30.1584 -9.2692 -3.8552 -0.0570
C -27.0810 -10.1121 -3.2733 -0.0239
C -25.4889 -10.0736 -3.2165 -0.1796
O -24.9676 -8.8119 -3.6345 -0.2164
C -23.5426 -8.6673 -3.4881 -0.0407
H -26.5848 -11.8606 -5.1495 0.0685
H -26.1402 -11.5852 -6.7983 0.1034
H -27.8865 -11.7637 -6.2863 0.0861
H -27.2198 -9.2667 -6.6482 0.1379
H -25.7778 -9.4754 -5.7958 0.1300
H -26.6628 -7.4594 -4.4343 0.1006
H -28.1635 -7.6867 -3.4496 0.0897
H -28.2931 -7.5737 -5.2358 0.1057
H -29.1952 -10.9717 -4.7335 0.1154
H -29.3677 -9.5587 -5.8285 0.1342
H -30.3738 -8.2148 -4.0287 0.0521
H -29.8280 -9.2474 -2.8167 0.0509
H -31.1614 -9.6669 -4.0097 0.0954
H -27.4534 -11.1365 -3.2739 0.1213
H -27.5177 -9.6142 -2.4076 0.1023
H -25.0789 -10.8422 -3.8718 0.1175
H -25.2633 -10.3924 -2.1989 0.1194
H -23.0379 -8.6186 -4.4529 0.0971
H -23.1825 -9.5611 -2.9785 0.0931
H -23.3851 -7.6928 -3.0259 0.0649
C -25.5356 -2.6958 1.5384 0.0035
N -26.8591 -1.9291 1.3285 -0.2857
C -26.4350 -0.4655 1.4482 0.0340
C -27.5638 -2.2269 -0.0492 0.0539
C -27.6735 -2.2945 2.5298 -0.0904
C -29.2217 -1.7956 2.4907 -0.2499
O -29.3902 -0.5083 2.0796 -0.0269
H -24.7796 -2.3255 0.8460 0.1027
H -25.7987 -3.7223 1.2830 0.0795
H -25.2007 -2.4764 2.5522 0.0996
H -27.2608 0.1323 1.0625 0.1076
H -25.5466 -0.3279 0.8318 0.0894
H -26.1374 -0.2682 2.4781 0.1148
H -26.7679 -2.0450 -0.7714 0.0866
H -28.3275 -1.4806 -0.2680 0.0947
H -27.9767 -3.2327 -0.1266 0.0867
H -27.2438 -1.9866 3.4830 0.1341
H -27.6083 -3.3820 2.5638 0.1022
H -29.6264 -1.9567 3.4899 0.1192
H -29.7901 -2.4366 1.8168 0.1017
H -30.3109 -0.3291 2.2840 0.1125
C -30.7978 -2.7929 -5.3391 0.0077
N -29.8642 -3.0061 -4.1946 -0.3110
C -28.4618 -2.5834 -4.6631 0.0116
C -30.0329 -2.0383 -3.0520 0.0192
C -29.8427 -4.5025 -3.7713 -0.0376
C -31.3023 -5.0713 -3.6940 -0.2445
O -32.0122 -4.5601 -2.6139 -0.0531
H -30.5806 -1.8674 -5.8724 0.1161
H -31.7903 -2.6715 -4.9051 0.1072
H -30.7915 -3.6422 -6.0223 0.1008
H -28.4734 -1.5670 -5.0568 0.1134
H -28.1950 -3.2171 -5.5089 0.0946
H -27.8446 -2.7406 -3.7786 0.0872
H -30.1851 -1.0464 -3.4776 0.1220
H -29.1702 -2.0939 -2.3880 0.0843
H -30.9892 -2.3015 -2.6000 0.0964
H -29.3318 -4.4775 -2.8088 0.1178
H -29.3363 -5.1171 -4.5157 0.1149
H -31.2168 -6.1192 -3.4064 0.0978
H -31.8605 -5.1322 -4.6283 0.1254
H -32.8966 -4.9327 -2.5918 0.1026
C -22.4226 -7.2732 3.2730 0.0555
N -22.6311 -6.6669 1.8482 -0.3064
C -23.3195 -5.3181 1.9304 -0.0068
C -21.2405 -6.3040 1.3323 0.0163
C -23.4045 -7.6152 0.8064 -0.0242
C -24.9371 -7.7861 0.9352 -0.1805
O -25.3149 -8.2209 2.2641 -0.0947
H -23.4407 -7.1710 3.6486 0.0853
H -21.8343 -6.5718 3.8647 0.1133
H -22.0087 -8.2810 3.3067 0.1154
H -23.3931 -4.9042 0.9247 0.1062
H -22.9657 -4.6417 2.7084 0.0941
H -24.3482 -5.5355 2.2178 0.0830
H -20.8328 -5.6600 2.1115 0.1025
H -21.3772 -5.7946 0.3785 0.1023
H -20.6478 -7.2186 1.3158 0.1121
H -22.8308 -8.5416 0.8338 0.1331
H -23.1464 -7.1025 -0.1202 0.1156
H -25.2736 -8.5522 0.2367 0.1197
H -25.5163 -6.8674 0.8420 0.0966
H -25.4350 -7.4671 2.8463 0.0698
C -20.8014 -3.4728 -4.2166 0.0281
N -22.2911 -3.6613 -3.8196 -0.3031
C -22.5920 -5.1939 -3.6285 0.0138
C -22.5265 -2.8028 -2.5680 0.0280
C -23.1292 -3.1400 -5.0186 -0.0425
C -24.7320 -3.3668 -4.9473 -0.1579
O -25.0316 -4.7823 -5.0010 -0.1218
H -20.5891 -3.9882 -5.1533 0.1088
H -20.3114 -3.9516 -3.3688 0.0945
H -20.6049 -2.4023 -4.1580 0.1121
H -21.7866 -5.6271 -3.0354 0.0877
H -22.4915 -5.6436 -4.6163 0.1031
H -23.5720 -5.3068 -3.1649 0.0742
H -22.3526 -1.7487 -2.7844 0.1171
H -21.9071 -3.1399 -1.7369 0.0924
H -23.5676 -2.8681 -2.2517 0.0876
H -22.6964 -3.6278 -5.8919 0.1258
H -22.9879 -2.0703 -5.1734 0.1316
H -25.2337 -2.7657 -5.7055 0.1278
H -25.3046 -3.0160 -4.0887 0.0930
H -25.6818 -4.8058 -5.7069 0.0132
C -30.6351 -9.1447 2.0383 0.0138
N -29.2843 -8.6721 1.6440 -0.3339
C -28.3525 -9.8190 1.9964 0.0169
C -29.2155 -8.3785 0.1552 0.0113
C -28.8984 -7.3918 2.4054 -0.0717
C -29.7009 -6.0975 2.2098 -0.2302
O -31.0416 -6.1740 2.6186 -0.0355
H -30.6635 -9.2759 3.1200 0.1271
H -30.8051 -10.0720 1.4913 0.1117
H -31.2983 -8.4341 1.5449 0.1087
H -27.3147 -9.5559 1.7918 0.0831
H -28.6050 -10.7756 1.5390 0.1148
H -28.4238 -9.9555 3.0755 0.1148
H -28.1999 -8.0269 -0.0266 0.0858
H -29.9881 -7.7230 -0.2467 0.1160
H -29.3729 -9.3156 -0.3788 0.0914
H -27.8791 -7.1354 2.1164 0.1180
H -28.9035 -7.6086 3.4736 0.1433
H -29.5854 -5.8079 1.1654 0.1123
H -29.2441 -5.2588 2.7351 0.1217
H -31.2697 -5.3635 3.0797 0.1018
O -27.8238 -5.9029 -8.8076 0.1430
C -27.8276 -5.4830 -7.5822 -0.9276
O -28.9365 -5.1710 -7.1365 -0.0461
O -26.7924 -5.2039 -6.9819 -0.0169
H -28.7780 -5.9404 -8.7091 0.0934
O -26.9531 -5.0972 -2.8590 0.0551
C -26.5428 -5.1957 -1.5904 -0.9250
O -25.4811 -4.6430 -1.4294 -0.0019
O -27.2500 -5.7647 -0.7587 -0.0428
H -26.0701 -4.8640 -3.1547 0.0548
O -25.2503 -0.2564 -3.8445 0.0607
C -25.8688 -0.1623 -2.6546 -0.8792
O -27.0800 0.1141 -2.6985 -0.0513
O -25.2018 -0.1899 -1.5939 -0.0472
H -26.0849 -0.2438 -4.3188 0.0797
C -21.1229 -2.0599 1.8825 -0.6968
F -22.0498 -2.5100 1.0616 0.1082
F -20.3255 -3.0993 2.2049 0.1094
F -20.4307 -1.0681 1.3458 0.1609
S -22.0654 -1.4681 3.3529 0.7061
O -23.1855 -0.7201 2.8077 -0.3118
O -22.3002 -2.7585 4.0009 -0.3510
N -20.8009 -0.5724 4.2214 -0.2689
S -21.2917 0.8654 4.0670 0.5554
O -20.9403 1.2163 2.6493 -0.3466
O -22.6318 1.1952 4.5298 -0.3139
C -20.1561 1.8333 5.1590 -0.7164
F -20.3854 1.5562 6.4332 0.1499
F -18.9121 1.6321 4.9402 0.1897
F -20.3848 3.1366 4.8323 0.1139
```

- Gap between HOMO and LUMO: 0.223 Eh
- F_max: 6.01 eV Å⁻¹
- E_LUMO: -0.17444 Eh
- 2S+1: 1
- Total energy: -4711.2053 Eh
- Net charge: +2